#i
This record from the Open Molecules 2025 dataset describes 2 unconnected molecules or ions with the total composition C4H12NOS. The level of theory is the ωB97M-V functional and the def2-TZVPD basis.

Summary:
E_LUMO: 3.87 eV
total charge: -1
multiplicity: 1

Each atom is followed by the atoms it is bonded to, with distances in Å.
CARTESIAN COORDINATES (ANGSTROEM)
1 C -0.5600 -1.5571 1.5389  N2 1.449, H7 1.095, H8 1.089, H9 1.113
2 N -0.2688 -0.1411 1.4368  C1 1.449, C3 1.461, H10 1.014
3 C 1.0080 0.3303 0.9057  N2 1.461, C4 1.542, C6 1.521, H11 1.107
4 C 0.8786 1.4361 -0.1608  C3 1.542, S5 1.867, H12 1.080, H13 1.103
5 S -0.2308 0.8911 -1.5597  C4 1.867
6 C 1.8432 0.7877 2.0918  C3 1.521, H14 1.103, H15 1.103, H16 1.092
7 H -1.3457 -1.6027 2.3006  C1 1.095
8 H 0.3738 -2.0542 1.7982  C1 1.089
9 H -0.9591 -2.0685 0.6349  C1 1.113
10 H -1.0791 0.3350 1.0569  N2 1.014
11 H 1.4654 -0.4777 0.3022  C3 1.107
12 H 1.7872 1.7418 -0.6581  C4 1.080
13 H 0.2498 2.1431 0.4059  C4 1.103
14 H 2.1903 0.0724 2.8558  C6 1.103
15 H 2.8342 1.0966 1.7196  C6 1.103
16 H 1.2565 1.5365 2.6286  C6 1.092
17 H -1.6168 -2.7675 -2.1872  O19 0.986
18 H -1.4998 -1.2878 -2.0598  O19 0.990
19 O -2.1735 -1.9648 -2.3196  H17 0.986, H18 0.990

#ii
This record from the Open Molecules 2025 dataset describes 2 unconnected molecules or ions with the total composition C4H12NOS. The level of theory is the ωB97M-V functional and the def2-TZVPD basis.

Summary:
E_LUMO: 4.05 eV
total charge: -1
multiplicity: 1

Each atom is followed by the atoms it is bonded to, with distances in Å.
CARTESIAN COORDINATES (ANGSTROEM)
1 C 1.4506 0.4488 2.9155  C2 1.531, H5 1.092, H6 1.092, H7 1.089
2 C 1.6525 0.7670 1.4319  C1 1.531, C3 1.537, H8 1.097, H9 1.097
3 C 0.3329 0.8599 0.6496  C2 1.537, S4 1.820, H10 1.093, H11 1.099
4 S -0.7935 -0.5530 0.8677  C3 1.820
5 H 0.6057 1.0244 3.2988  C1 1.092
6 H 2.3540 0.6695 3.4888  C1 1.092
7 H 1.1873 -0.6021 3.0235  C1 1.089
8 H 2.2103 1.7078 1.3450  C2 1.097
9 H 2.2562 -0.0092 0.9465  C2 1.097
10 H 0.5526 0.9916 -0.4126  C3 1.093
11 H -0.1686 1.7748 0.9947  C3 1.099
12 N -0.7915 -1.7075 -2.5900  C13 1.447, H15 1.014, H16 1.019
13 C -1.9537 -0.8463 -2.5757  N12 1.447, O14 1.407, H17 1.093, H18 1.097
14 O -1.7534 0.4066 -1.9675  C13 1.407, H19 0.994
15 H -0.0462 -1.2409 -3.0948  N12 1.014
16 H -0.4694 -1.8152 -1.6293  N12 1.019
17 H -2.2703 -0.6540 -3.6044  C13 1.093
18 H -2.7565 -1.4003 -2.0748  C13 1.097
19 H -1.5990 0.1781 -1.0127  O14 0.994

#iii
This record from the Open Molecules 2025 dataset describes 2 unconnected molecules or ions with the total composition C4H12NOS. The level of theory is the ωB97M-V functional and the def2-TZVPD basis.

Summary:
E_LUMO: 3.40 eV
total charge: -1
multiplicity: 1

Each atom is followed by the atoms it is bonded to, with distances in Å.
CARTESIAN COORDINATES (ANGSTROEM)
1 C -0.6329 0.8531 0.0090  C2 1.525, C4 1.537, H7 1.106, H8 1.137
2 C -0.7783 0.0299 -1.2665  C1 1.525, S3 1.863, H9 1.163, H10 1.247
3 S -1.7733 0.8337 -2.6208  C2 1.863
4 C -0.2128 0.0178 1.2292  C1 1.537, N5 1.503, H11 1.104, H12 1.098
5 N 1.1150 -0.6541 1.0193  C4 1.503, C6 1.469, H13 1.025
6 C 1.0730 -1.7883 0.0859  N5 1.469, H14 1.054, H15 1.111, H16 1.153
7 H -0.0836 1.7971 -0.1633  C1 1.106
8 H -1.7074 1.1195 0.2694  C1 1.137
9 H -1.2368 -1.0114 -1.0251  C2 1.163
10 H 0.3512 -0.0907 -1.7806  C2 1.247
11 H -0.1532 0.6217 2.1509  C4 1.104
12 H -0.9778 -0.7510 1.3994  C4 1.098
13 H 1.7968 0.0271 0.6711  N5 1.025
14 H 0.1094 -2.2078 0.0074  C6 1.054
15 H 1.7879 -2.5800 0.3956  C6 1.111
16 H 1.4838 -1.5035 -0.9532  C6 1.153
17 H 1.8390 -0.5858 2.9072  O19 1.004
18 H 2.6999 0.6425 2.7751  O19 0.976
19 O 2.2455 0.1360 3.4747  H17 1.004, H18 0.976

#iv
This record from the Open Molecules 2025 dataset describes 2 unconnected molecules or ions with the total composition C4H12NOS. The level of theory is the ωB97M-V functional and the def2-TZVPD basis.

Summary:
E_LUMO: 3.65 eV
total charge: -1
multiplicity: 1

Each atom is followed by the atoms it is bonded to, with distances in Å.
CARTESIAN COORDINATES (ANGSTROEM)
1 C -0.7552 1.8453 0.7536  N2 1.432, H7 1.105, H8 1.083, H9 1.111
2 N -0.2104 0.5291 0.8959  C1 1.432, C3 1.517, H10 1.010
3 C 0.8739 0.2479 -0.1274  N2 1.517, C4 1.576, C6 1.521, H11 1.111
4 C 0.1508 -0.0485 -1.4959  C3 1.576, S5 1.841, H12 1.131, H13 1.087
5 S 1.0770 -0.9654 -2.7969  C4 1.841
6 C 1.6892 -0.9056 0.4356  C3 1.521, H14 1.101, H15 1.096, H16 1.116
7 H -0.0329 2.6701 0.8908  C1 1.105
8 H -1.0851 2.0813 -0.2506  C1 1.083
9 H -1.7132 1.9544 1.3055  C1 1.111
10 H 0.1329 0.2951 1.8163  N2 1.010
11 H 1.4059 1.1754 -0.4286  C3 1.111
12 H -0.7483 -0.7017 -1.2838  C4 1.131
13 H -0.2784 0.9034 -1.7986  C4 1.087
14 H 2.2121 -0.6069 1.3578  C6 1.101
15 H 2.3960 -1.5091 -0.1451  C6 1.096
16 H 0.9339 -1.5799 0.9044  C6 1.116
17 H -2.0679 -2.2393 -0.6269  O19 0.977
18 H -1.5679 -1.3635 0.4288  O19 0.979
19 O -2.4122 -1.7820 0.1650  H17 0.977, H18 0.979

The least stable of them is #iii.

#i
This record from the Open Molecules 2025 dataset describes 2 unconnected molecules or ions with the total composition C4H12NOS. The level of theory is the ωB97M-V functional and the def2-TZVPD basis.

Summary:
E_LUMO: 3.66 eV
total charge: -1
multiplicity: 1

Each atom is followed by the atoms it is bonded to, with distances in Å.
CARTESIAN COORDINATES (ANGSTROEM)
1 C -2.5776 -0.8659 1.8852  C2 1.541, H4 1.096, H5 1.104, H6 1.141
2 C -1.2691 -0.1554 2.2811  C1 1.541, S3 1.793, H7 1.138, H8 1.087
3 S -1.2415 1.4972 1.5850  C2 1.793
4 H -2.6583 -0.9586 0.7960  C1 1.096
5 H -3.4457 -0.2848 2.2435  C1 1.104
6 H -2.6479 -1.9086 2.3426  C1 1.141
7 H -0.3731 -0.7403 1.8935  C2 1.138
8 H -1.1347 -0.0765 3.3573  C2 1.087
9 C 2.8321 0.0283 -1.9155  N10 1.489, H13 1.087, H14 1.096, H15 1.093
10 N 1.4603 0.5208 -2.2189  C9 1.489, C11 1.427, H16 1.021
11 C 0.5966 0.5041 -1.0832  N10 1.427, O12 1.400, H17 1.139, H18 1.120
12 O -0.7258 0.9068 -1.3021  C11 1.400, H19 1.013
13 H 3.3397 0.8071 -1.3514  C9 1.087
14 H 3.3533 -0.0304 -2.8778  C9 1.096
15 H 2.8615 -0.9474 -1.4243  C9 1.093
16 H 1.0727 -0.0484 -2.9731  N10 1.021
17 H 0.6194 -0.5028 -0.5510  C11 1.139
18 H 1.0032 1.2284 -0.3318  C11 1.120
19 H -1.0651 1.0264 -0.3551  O12 1.013

#ii
This record from the Open Molecules 2025 dataset describes 2 unconnected molecules or ions with the total composition C4H12NOS. The level of theory is the ωB97M-V functional and the def2-TZVPD basis.

Summary:
E_LUMO: 3.65 eV
total charge: -1
multiplicity: 1

Each atom is followed by the atoms it is bonded to, with distances in Å.
CARTESIAN COORDINATES (ANGSTROEM)
1 C -0.5347 2.0315 1.0030  N2 1.457, H7 1.097, H8 1.117, H9 1.092
2 N -0.5436 1.2790 -0.2446  C1 1.457, C3 1.491, H10 1.015
3 C -0.2933 -0.1860 -0.1271  N2 1.491, C4 1.522, C6 1.551, H11 1.099
4 C -0.2082 -0.8332 -1.5019  C3 1.522, S5 1.802, H12 1.119, H13 1.136
5 S 0.7906 -2.3333 -1.4824  C4 1.802
6 C -1.3978 -0.8962 0.6987  C3 1.551, H14 1.094, H15 1.081, H16 1.093
7 H -1.2065 2.8982 0.9655  C1 1.097
8 H -0.9097 1.3578 1.8106  C1 1.117
9 H 0.4680 2.2817 1.3574  C1 1.092
10 H -1.4555 1.4133 -0.6685  N2 1.015
11 H 0.7006 -0.2539 0.3364  C3 1.099
12 H -1.2756 -0.9648 -1.8120  C4 1.119
13 H 0.0951 0.0378 -2.1652  C4 1.136
14 H -1.6763 -0.5068 1.6820  C6 1.094
15 H -1.0063 -1.8717 0.9490  C6 1.081
16 H -2.2901 -0.9786 0.0735  C6 1.093
17 H 3.9563 -1.0572 0.3996  O19 0.969
18 H 2.9285 -0.6992 -0.7714  O19 0.968
19 O 3.8586 -0.7185 -0.5028  H17 0.969, H18 0.968

The least stable of them is #i.